[1]
DFT (wB97M-V/def2-TZVPD) results for C22H50LaN3OP3 as an isolated structure at a distorted geometry.

XYZ file:
```
80
Properties=species:S:1:pos:R:3:forces:R:3
La 0.99861 0.29779 -0.51120 -1.935 1.311 1.356
P -1.31327 -0.42516 1.70158 -0.925 -0.209 0.497
P 2.57300 -0.52148 1.94150 1.138 -0.218 1.051
P 0.20753 -2.41254 -0.65614 -0.509 -1.741 -0.661
H 0.36951 1.17879 -4.51225 -0.081 -0.153 -0.419
C -0.40186 0.45121 -4.77943 -0.345 -0.026 0.926
C -1.69330 0.79215 -4.69567 -0.220 0.327 -0.550
H -2.02479 1.84198 -4.54379 0.431 -0.817 0.106
C -2.14080 0.91625 2.65000 0.395 0.399 -0.115
C -1.08939 -1.60853 3.08706 0.273 -0.004 -0.117
C -2.86590 -1.10730 0.97426 0.183 -0.034 -0.223
C 4.24436 -0.50951 1.18144 -0.016 -0.072 -0.103
C 2.91221 0.50579 3.42655 -0.458 0.436 -0.148
C 2.61745 -2.17614 2.72909 -0.326 -0.441 -0.135
C -1.08695 -2.50124 -1.96264 0.135 0.281 0.044
C -0.43130 -3.75270 0.39856 0.081 0.132 0.438
C 1.60130 -3.27714 -1.45570 0.173 0.072 0.034
H -0.08250 -0.57027 -5.01713 -0.161 0.431 -0.059
H -2.50234 0.09670 -4.96044 0.462 0.216 0.166
H -2.77460 1.52871 1.99341 0.248 -0.148 0.175
H -1.37767 1.55050 3.11396 -0.259 0.053 0.059
H -2.76604 0.46929 3.43386 0.151 0.145 -0.220
H -0.24477 -1.27585 3.70162 -0.219 -0.147 0.040
H -0.89034 -2.61600 2.70893 -0.016 0.215 0.225
H -2.00331 -1.62008 3.69575 0.289 -0.070 -0.126
H -3.26932 -0.38944 0.24935 0.023 -0.298 0.144
H -3.60234 -1.25576 1.77834 0.214 0.030 -0.271
H -2.68486 -2.05951 0.46762 -0.245 0.252 0.128
H 4.96643 -0.67707 1.98908 0.051 0.069 -0.276
H 4.48680 0.44598 0.69259 0.032 -0.135 0.137
H 4.32919 -1.33290 0.46389 0.118 0.095 0.012
H 3.77102 0.10481 3.98510 -0.281 0.031 -0.259
H 2.02610 0.50909 4.07765 0.296 0.084 -0.109
H 3.13918 1.53691 3.12125 -0.084 -0.209 0.201
H 3.45067 -2.22025 3.45540 -0.365 0.111 -0.380
H 2.76962 -2.96706 1.97707 -0.086 0.235 0.249
H 1.67320 -2.37251 3.26052 0.385 0.026 -0.163
H -0.87613 -3.41574 -2.52535 -0.228 0.160 -0.092
H -1.07803 -1.63210 -2.63439 -0.074 -0.263 -0.017
H -2.06768 -2.58061 -1.47780 0.219 0.065 -0.291
H -0.33850 -4.65767 -0.20959 -0.103 0.027 0.216
H -1.48637 -3.59112 0.65036 0.408 -0.140 0.028
H 0.16683 -3.85315 1.31004 -0.157 -0.166 -0.175
H 1.28429 -4.30583 -1.66955 0.193 0.241 -0.133
H 2.46572 -3.30792 -0.78231 -0.077 -0.065 -0.078
H 1.91917 -2.75594 -2.36851 -0.243 -0.475 0.345
C 3.63765 -1.07118 -2.84902 1.185 -0.276 -0.393
C 4.98803 -1.00947 -2.51166 -0.237 -0.569 -0.276
C 5.86301 -1.90071 -3.14211 -0.170 0.279 -0.360
C 5.38900 -2.75868 -4.15898 0.445 0.252 0.417
C 4.07012 -2.67445 -4.58754 -0.132 0.415 0.028
C 3.18005 -1.78692 -3.94026 0.037 -0.300 0.179
O 2.73467 -0.41381 -1.95124 1.095 1.070 0.574
H 3.31572 0.00124 -1.23310 0.093 -0.962 -1.619
H 5.30758 -0.24821 -1.79961 0.248 -0.358 0.061
H 6.92589 -1.88314 -2.88496 -0.421 -0.063 -0.096
H 6.09317 -3.45716 -4.62796 -0.418 0.343 0.170
H 3.73837 -3.28738 -5.43721 0.035 0.404 0.493
H 2.14209 -1.70000 -4.23948 0.017 -0.133 -0.096
C -3.62615 2.38137 -0.91245 -0.029 0.221 -0.085
N -2.72397 3.19875 -0.09537 0.726 -0.328 -0.125
C -3.41817 4.05447 0.86429 -0.442 0.296 0.209
C -1.38289 2.98033 -0.04556 -0.950 -0.571 0.024
N -0.82645 1.84489 -0.53069 -0.264 0.362 -0.517
N -0.59006 3.88279 0.56642 0.240 -0.593 -0.110
C -0.95565 5.29245 0.64363 0.000 1.038 0.250
C 0.81820 3.54921 0.77880 -0.312 -0.062 -0.016
H -3.77440 1.37717 -0.50112 0.038 0.123 0.011
H -4.59702 2.89138 -0.89579 0.313 -0.276 -0.253
H -3.28566 2.31208 -1.94648 0.012 0.017 0.040
H -2.91532 4.06933 1.83338 -0.089 -0.046 -0.191
H -3.52996 5.06870 0.46923 -0.079 -0.148 0.249
H -4.42069 3.64396 1.01775 0.245 0.048 0.023
H -1.52598 1.24192 -0.98751 -0.121 0.562 0.298
H -1.62753 5.51749 1.48877 0.467 -0.057 -0.494
H -0.03280 5.85162 0.82273 -0.271 -0.002 -0.196
H -1.40663 5.65582 -0.29683 0.210 -0.250 0.415
H 0.91103 2.67235 1.46389 0.019 0.442 -0.303
H 1.32352 3.35643 -0.19436 -0.056 0.145 0.402
H 1.27813 4.42774 1.25547 0.080 -0.635 -0.169
```
Positions in Å, forces in eV/Å.

Summary:
lowest unoccupied orbital energy	-9.527	eV
energy above the lowest of the compared OMol25 structures with the same formula, charge and spin	0.000	eV
HOMO-LUMO gap	7.2729	eV
net charge	+3
HOMO level	-16.800	eV
multiplicity	1

Mulliken charges in e: 1.14 0.96 0.59 0.80 0.29 -0.56 -0.56 0.29 -1.40 -1.47 -0.68 -1.50 -1.32 -1.31 -1.17 -1.60 -1.02 0.29 0.30 0.20 0.36 0.62 0.40 0.33 0.53 -0.19 0.48 0.12 0.52 0.42 0.40 0.51 0.38 0.40 0.50 0.33 0.32 0.46 0.12 0.47 0.54 0.51 0.31 0.61 0.31 -0.08 0.52 -0.67 -0.72 -0.60 -0.61 -0.12 -0.16 0.35 0.55 0.41 0.42 0.43 0.52 -1.27 0.21 -1.42 0.20 -0.05 0.15 -1.13 -0.64 0.40 0.49 0.37 0.50 0.36 0.53 0.20 0.35 0.45 0.38 -0.02 0.18 0.49

[2]
DFT (wB97M-V/def2-TZVPD) results for a 3-piece molecular cluster, C22H50N2O11P overall.

XYZ file:
```
86
Properties=species:S:1:pos:R:3:forces:R:3
C 3.19795 -2.03112 -1.45170 0.015 0.024 0.020
C 2.45701 -3.33179 -1.77774 0.093 -0.098 -0.015
N 1.49498 -3.69344 -0.72617 -0.032 -0.065 -0.159
C 0.42147 -4.58157 -1.15991 0.070 -0.113 0.041
C -0.65622 -3.85101 -1.95636 -0.159 -0.154 -0.161
C -1.44603 -2.74130 -1.27457 0.005 0.073 -0.002
C -0.64123 -1.61785 -0.61536 0.181 0.357 -0.145
O -0.27214 -1.91724 0.71061 -0.106 -0.399 0.094
C -1.35333 -2.03674 1.60692 -0.188 0.349 0.006
P -1.05506 -3.29594 2.88960 0.232 0.258 -0.040
O -2.23505 -3.44564 3.74372 0.147 -0.097 -0.051
O -0.69129 -4.53935 1.93891 -0.060 -0.154 0.249
O 0.29957 -2.90089 3.61467 -0.451 -0.299 0.176
C -2.66993 -2.36599 0.89830 -0.098 0.119 0.102
N -2.39376 -3.32303 -0.22412 -0.212 0.032 -0.087
C 2.13176 -4.20556 0.46667 0.140 -0.383 -0.637
C 2.84801 -5.53904 0.37641 0.056 -0.021 -0.084
O 2.05042 -3.61080 1.49197 0.134 0.418 0.724
H 3.36117 -1.43216 -2.35016 0.021 -0.086 0.066
H 4.17575 -2.22220 -1.00426 -0.108 0.013 0.027
H 2.61867 -1.43577 -0.74150 0.026 -0.021 -0.071
H 3.18544 -4.14043 -1.94045 -0.100 0.040 -0.117
H 1.90048 -3.23424 -2.71330 0.022 0.047 0.104
H -0.02285 -5.03314 -0.26391 0.077 0.061 -0.148
H 0.77605 -5.42171 -1.78154 -0.005 0.090 0.051
H -1.37011 -4.60348 -2.32265 0.089 0.101 -0.035
H -0.22373 -3.40030 -2.85501 -0.018 -0.055 0.084
H -2.09519 -2.29892 -2.03673 0.006 0.018 0.147
H 0.28795 -1.49818 -1.17396 -0.101 0.024 0.094
H -1.17823 -0.66124 -0.66057 -0.053 -0.137 -0.020
H -1.50265 -1.10572 2.18002 -0.042 -0.054 -0.150
H -0.19920 -5.24454 2.38610 -0.050 0.056 -0.056
H 0.16187 -2.88660 4.57725 0.110 0.134 -0.117
H -3.37397 -2.81775 1.60094 0.040 0.006 -0.117
H -3.13711 -1.48965 0.44468 0.116 -0.050 0.051
H -3.28224 -3.53580 -0.67783 0.079 -0.157 0.025
H -2.02819 -4.20549 0.14863 0.189 0.113 0.095
H 3.12268 -5.81508 -0.64223 -0.048 0.002 0.078
H 2.18680 -6.31708 0.77240 0.061 0.057 -0.032
H 3.74037 -5.51116 1.00220 -0.099 -0.018 -0.024
C 0.15676 5.81242 3.52121 0.070 0.057 0.009
O 0.71891 4.53848 3.74457 -0.129 -0.097 -0.039
C 0.39814 4.02434 5.02310 0.010 0.039 -0.004
C 0.66820 2.53952 5.07893 0.051 0.037 0.051
O -0.32202 1.75675 4.42213 0.016 -0.028 0.001
C -0.20727 1.65711 3.01722 -0.031 -0.002 -0.062
C 0.79017 0.61766 2.55688 0.033 0.036 -0.107
O 2.11212 1.09902 2.64280 -0.028 -0.016 0.180
C 3.06049 0.05339 2.60995 0.021 0.035 -0.074
H 0.52021 6.54639 4.24898 0.004 -0.010 0.009
H 0.45512 6.13007 2.52427 -0.001 0.004 0.005
H -0.93754 5.77952 3.57723 0.005 -0.008 0.008
H -0.65946 4.20875 5.25097 -0.005 -0.015 0.012
H 1.00580 4.52205 5.79123 -0.025 0.039 0.005
H 0.62880 2.23266 6.12536 0.025 -0.018 -0.010
H 1.66410 2.32105 4.68698 -0.014 0.022 -0.022
H 0.01637 2.62491 2.56084 0.041 -0.011 0.034
H -1.19853 1.33817 2.67496 0.002 0.047 -0.029
H 0.56813 0.35179 1.51181 0.001 -0.076 0.024
H 0.67827 -0.28821 3.16715 -0.013 -0.020 0.004
H 2.92375 -0.63258 3.45332 -0.010 -0.003 -0.006
H 4.04655 0.50783 2.67237 0.000 -0.003 -0.007
H 2.98750 -0.52712 1.68221 -0.016 -0.003 0.002
C -0.65790 2.50268 -6.85880 0.061 -0.055 -0.016
O -0.54372 2.79088 -5.48317 -0.115 0.073 0.029
C -0.12820 4.12684 -5.25202 0.012 -0.024 -0.035
C -0.41150 4.54024 -3.82720 0.071 0.000 -0.005
O -1.77332 4.85492 -3.58421 0.006 0.006 0.030
C -2.65083 3.76895 -3.36513 -0.059 -0.045 -0.023
C -2.61055 3.23040 -1.95314 -0.005 0.016 0.031
O -1.46883 2.40890 -1.75976 0.039 0.040 -0.006
C -1.18569 2.18867 -0.40239 0.006 -0.121 -0.018
H 0.29974 2.62549 -7.37746 0.006 0.010 0.009
H -0.97655 1.46600 -6.95132 0.002 0.005 -0.003
H -1.39971 3.14894 -7.34074 0.005 0.006 0.008
H -0.65240 4.80751 -5.93382 -0.003 0.011 0.008
H 0.95060 4.21717 -5.43907 0.000 0.010 -0.045
H 0.13317 5.46709 -3.63927 0.011 -0.017 0.029
H -0.04847 3.77855 -3.13298 -0.020 -0.017 -0.025
H -2.47599 2.96250 -4.08215 0.024 -0.001 0.028
H -3.65298 4.16965 -3.53079 0.000 -0.023 -0.034
H -3.52308 2.64502 -1.76791 0.000 0.003 0.042
H -2.59185 4.06939 -1.24731 -0.001 0.008 -0.007
H -1.00973 3.12120 0.14425 -0.028 0.024 -0.033
H -0.28000 1.58324 -0.35530 0.000 0.030 0.044
H -2.00771 1.65072 0.09521 0.001 0.021 0.043
```
Positions in Å, forces in eV/Å.

Summary:
lowest unoccupied orbital energy	-2.929	eV
HOMO-LUMO gap	8.1750	eV
net charge	+1
HOMO level	-11.104	eV
multiplicity	1

Mulliken charges in e: -0.83 -0.61 1.12 -0.77 -1.43 0.10 -0.96 0.04 1.06 0.72 -0.76 -0.55 -0.45 -1.50 0.02 -0.06 -1.45 -0.33 0.36 0.32 -0.11 0.43 0.37 0.53 0.37 0.47 0.42 0.39 0.36 0.32 -0.17 0.40 0.33 0.54 0.39 0.48 0.43 0.34 0.29 0.41 -0.80 -0.25 -0.64 -0.39 -0.49 -0.46 0.49 -0.43 -0.45 0.33 0.24 0.32 0.35 0.44 0.37 0.22 0.40 0.25 -0.30 0.17 0.29 0.33 -0.02 -0.77 -0.22 -0.62 -0.26 -0.43 -0.45 -0.60 -0.27 -0.94 0.32 0.22 0.32 0.35 0.41 0.38 0.12 0.23 0.39 0.40 0.32 0.62 0.17 0.30

Number 1: total energy -58844.7872 eV. Number 2: total energy -58409.0462 eV.